The following is a DFT calculation (the ωB97M-V functional and the def2-TZVPD basis) of a cluster of 15 separate species, C96H174N19O20 in total.

Total charge: +9
Orbital gap, eV: 2.35
HOMO level, eV: -18.68
Lowest unoccupied orbital energy, Ha: -0.600

Each line ends with the Mulliken charge.
Geometry (Å):
C  -5.5357  4.6741  -11.7086  -0.85
N  -5.1053  3.6998  -10.6706  0.02
C  -4.6524  2.4569  -10.9847  -0.40
C  -4.2371  1.6734  -9.9516  -0.79
C  -4.3164  2.1278  -8.6490  0.77
C  -4.8742  3.3880  -8.3427  -0.68
C  -5.3124  4.1323  -9.3845  -0.64
C  -3.7967  1.1895  -7.5741  1.30
C  -2.6787  0.3343  -7.7792  -1.01
C  -2.2627  -0.5059  -6.7359  -0.51
N  -2.9257  -0.5154  -5.5794  0.42
C  -3.9720  0.3108  -5.3433  -0.21
C  -4.4184  1.1402  -6.3497  -0.86
C  -2.3743  -1.2797  -4.4794  -0.86
H  -5.1435  4.3254  -12.6640  0.30
H  -5.1828  5.6840  -11.4996  0.36
H  -6.6255  4.6572  -11.6955  0.40
H  -4.5520  2.1606  -12.0184  0.46
H  -3.7784  0.7216  -10.1750  0.54
H  -4.9333  3.6986  -7.3100  0.68
H  -5.8162  5.0611  -9.1612  0.51
H  -2.2767  0.3083  -8.7813  0.63
H  -1.4192  -1.1771  -6.8024  0.48
H  -4.6155  0.0473  -4.5170  0.37
H  -5.2366  1.8174  -6.1539  0.85
H  -2.1633  -2.2874  -4.8374  0.64
H  -3.0046  -1.3219  -3.5911  -0.23
H  -1.4254  -0.7930  -4.2544  0.17
C  9.9568  8.8395  5.7137  -0.89
N  8.9247  7.8631  5.4148  0.05
C  8.4616  7.0658  6.3555  -0.17
C  7.4568  6.1064  6.1032  -0.61
C  6.8829  6.1107  4.8494  1.08
C  7.3343  7.0211  3.8476  -0.66
C  8.3772  7.9099  4.1234  -0.55
C  5.9071  5.0421  4.4014  1.07
C  5.8439  3.8159  5.0688  -1.07
C  5.1430  2.7165  4.6199  -0.76
N  4.2964  2.9383  3.6306  0.45
C  4.2278  4.0488  2.9608  0.29
C  4.9956  5.1447  3.3735  -0.87
C  3.6330  1.7373  3.0662  -0.76
H  10.0444  8.9907  6.7896  0.36
H  9.7883  9.7838  5.1960  0.35
H  10.8888  8.3527  5.4265  0.39
H  8.9639  7.1113  7.3105  0.44
H  7.0145  5.4726  6.8576  0.53
H  6.9323  6.8819  2.8550  0.40
H  8.7291  8.6604  3.4311  0.44
H  6.5679  3.6267  5.8475  0.42
H  5.2645  1.7170  5.0107  0.56
H  3.5249  4.1681  2.1496  0.43
H  4.9310  6.0664  2.8144  0.51
H  2.7331  2.0623  2.5440  -0.55
H  3.2883  0.9808  3.7711  0.37
H  4.2058  1.3965  2.2038  0.68
C  -6.4096  7.8023  -3.7041  -0.89
N  -5.0278  7.5682  -3.2607  0.15
C  -4.3747  8.4403  -2.4515  -0.38
C  -3.1240  8.2362  -1.9541  -0.78
C  -2.4951  7.0304  -2.3513  0.60
C  -3.1359  6.0913  -3.1906  -0.25
C  -4.4773  6.3944  -3.6204  -1.18
C  -1.1314  6.7010  -1.8139  0.60
C  -0.8089  7.0178  -0.4919  -0.68
C  0.4652  6.6872  -0.1247  -1.19
N  1.3955  6.0402  -0.9527  0.51
C  1.1204  5.7992  -2.2420  -0.54
C  -0.1576  6.1084  -2.7008  -0.22
C  2.6510  5.6055  -0.3857  -0.97
H  -6.7161  8.7621  -3.2883  0.34
H  -7.1275  7.0475  -3.3832  0.35
H  -6.2776  7.9696  -4.7731  0.39
H  -4.9212  9.2968  -2.0852  0.44
H  -2.6478  8.9936  -1.3493  0.67
H  -2.7423  5.1231  -3.4629  0.57
H  -5.1726  5.7095  -4.0829  0.74
H  -1.4986  7.4787  0.1997  0.72
H  0.7815  6.8806  0.8896  0.56
H  1.8022  5.2836  -2.9020  0.43
H  -0.5887  5.8866  -3.6658  0.84
H  3.1552  4.8423  -0.9784  0.29
H  2.4602  5.0363  0.5241  -0.01
H  3.3394  6.4355  -0.2268  0.48
C  10.6404  -1.2946  6.6069  -0.91
N  9.2274  -1.7318  6.5460  0.06
C  8.9140  -2.9449  7.1365  -0.52
C  7.6132  -3.4448  6.9433  -0.58
C  6.6273  -2.7772  6.1911  0.53
C  6.9545  -1.5852  5.6256  -0.34
C  8.2644  -1.0184  5.8468  -0.45
C  5.2193  -3.2751  6.0099  1.02
C  4.6878  -3.9227  7.0974  -1.05
C  3.3761  -4.4296  7.1375  -0.60
N  2.6025  -4.3091  6.0144  0.27
C  3.0697  -3.7028  4.9091  -0.81
C  4.3619  -3.1807  4.9060  -0.15
C  1.2322  -4.8778  6.0758  -0.15
H  11.1049  -2.0217  5.9408  0.38
H  10.9514  -1.3123  7.6514  0.37
H  10.7387  -0.2324  6.3826  0.33
H  9.6231  -3.3469  7.8449  0.44
H  7.3507  -4.3666  7.4411  0.54
H  6.2864  -0.9837  5.0270  0.21
H  8.6251  -0.1629  5.2952  0.42
H  5.3073  -4.1136  7.9613  0.54
H  2.9640  -4.8216  8.0556  0.44
H  2.4890  -3.6530  3.9999  1.08
H  4.6818  -2.8163  3.9410  0.68
H  0.9525  -5.1748  7.0866  0.19
H  1.1051  -5.7093  5.3826  0.36
H  0.5827  -4.0307  5.8549  -0.35
C  2.1267  -5.3492  -3.0125  -0.97
C  2.2166  -6.8834  -3.3788  -1.10
C  0.8353  -7.6257  -3.1881  -0.64
N  0.9103  -9.1510  -3.4666  0.28
C  1.6406  -9.4647  -4.8030  -1.04
C  -0.4995  -9.7104  -3.6602  -0.05
C  -0.5099  -11.0809  -3.0010  -0.70
C  0.8053  -11.3531  -2.3507  -0.67
C  1.3835  -9.9323  -2.2531  -0.60
H  2.9790  -4.7200  -3.2688  0.49
H  2.0437  -5.2501  -1.9302  0.23
H  1.3086  -4.8627  -3.5436  0.28
H  2.9217  -7.3596  -2.6975  0.46
H  2.7161  -7.0748  -4.3285  0.58
H  0.1422  -7.3517  -3.9835  0.38
H  0.2245  -7.5959  -2.2858  0.38
H  1.2483  -8.8866  -5.6397  0.33
H  1.5120  -10.5417  -4.9108  0.51
H  2.7191  -9.3179  -4.7457  0.36
H  -0.8187  -9.6891  -4.7022  0.40
H  -1.1107  -9.1287  -2.9701  -0.15
H  -0.7866  -11.8204  -3.7525  0.36
H  -1.3250  -11.0463  -2.2783  0.38
H  1.4958  -11.9658  -2.9303  0.34
H  0.7786  -11.7445  -1.3337  0.39
H  2.4678  -9.8217  -2.2401  0.45
H  1.0514  -9.3665  -1.3827  0.41
C  2.2758  5.1552  -5.6420  -1.06
C  2.0939  4.0025  -6.6867  -0.49
N  1.6983  2.5721  -6.0581  0.15
C  1.5262  1.6714  -7.2769  -0.94
C  2.7984  2.0481  -5.1159  -0.42
C  2.5510  0.6896  -4.4469  -1.03
C  0.3362  2.6445  -5.2907  0.81
C  -0.7667  3.3830  -5.9999  -0.68
O  -0.6683  4.7757  -5.9634  -0.18
C  -1.8510  5.2897  -6.5737  -0.79
H  2.6903  6.0393  -6.1262  0.53
H  3.0582  4.9415  -4.9137  0.40
H  1.4158  5.4481  -5.0398  -0.05
H  2.9926  3.8313  -7.2791  0.65
H  1.3772  4.2613  -7.4661  0.42
H  2.4806  1.4892  -7.7707  0.39
H  0.8161  2.1762  -7.9320  0.45
H  1.1972  0.6669  -7.0106  0.30
H  2.7185  2.7851  -4.3169  0.19
H  3.7181  2.2716  -5.6565  0.55
H  1.7923  0.8372  -3.6783  -0.09
H  3.4998  0.2894  -4.0896  0.59
H  1.9974  0.0218  -5.1070  0.36
H  0.5098  3.0018  -4.2756  -0.27
H  0.0642  1.6100  -5.0811  0.02
H  -1.6238  3.0805  -5.3982  0.02
H  -1.0580  2.9150  -6.9403  0.36
H  -2.7562  5.0923  -5.9995  -0.02
H  -2.1575  5.0411  -7.5897  0.45
H  -1.7878  6.3735  -6.4763  0.45
C  -5.1382  -5.4768  -3.8321  -1.59
C  -4.5746  -4.6860  -2.6317  0.13
N  -3.6886  -5.4351  -1.6100  0.75
C  -4.3007  -6.8463  -1.3961  -1.21
C  -2.2731  -5.6871  -2.2691  -2.03
C  -1.3689  -4.5070  -2.5919  0.29
C  -3.4626  -4.6958  -0.2660  -0.03
C  -4.1236  -3.3175  0.0545  -0.84
O  -3.8945  -2.3914  -0.9350  0.47
C  -4.6126  -1.1862  -0.6993  -0.89
H  -5.6049  -4.6626  -4.3866  0.47
H  -5.8609  -6.2664  -3.6264  0.41
H  -4.4615  -5.8012  -4.6226  0.32
H  -5.4748  -4.4131  -2.0810  0.53
H  -3.9813  -3.8493  -3.0006  -0.19
H  -5.3520  -6.6321  -1.2043  0.41
H  -3.6335  -7.3104  -0.6698  0.49
H  -4.2228  -7.5195  -2.2498  0.37
H  -2.3161  -6.3416  -3.1397  0.87
H  -1.7824  -6.1720  -1.4252  0.77
H  -0.4717  -4.7103  -2.0073  -0.20
H  -1.8544  -3.5586  -2.3622  -0.41
H  -1.3035  -4.5171  -3.6799  0.59
H  -2.3958  -4.6683  -0.0443  -0.11
H  -3.7294  -5.4162  0.5073  0.37
H  -3.7320  -2.9163  0.9893  -0.20
H  -5.1670  -3.5947  0.2053  0.92
H  -3.9807  -0.6360  -0.0021  0.27
H  -5.6150  -1.3051  -0.2883  0.49
H  -4.5980  -0.5900  -1.6117  -0.14
C  2.4726  -2.2373  -1.4239  -0.41
C  2.2386  -1.7702  0.0065  -0.06
N  0.7856  -1.2690  0.2080  1.17
C  -0.2275  -2.4785  0.3018  -0.58
C  0.7158  -0.4165  1.5293  0.83
C  0.9787  -1.2947  2.8111  -0.63
C  0.3123  -0.4810  -1.0128  -0.62
C  -1.0284  0.2973  -0.9677  0.46
O  -0.9971  1.0301  -2.1231  1.07
C  -2.0712  1.9923  -2.1623  0.14
H  2.5384  -1.4483  -2.1731  -0.30
H  1.7613  -2.9749  -1.7956  -0.20
H  3.4782  -2.6564  -1.4612  0.59
H  2.9334  -0.9767  0.2814  0.13
H  2.4589  -2.6211  0.6511  0.25
H  -0.1308  -3.0285  -0.6342  -0.54
H  -1.2631  -2.2261  0.5293  0.48
H  0.1468  -3.1218  1.0981  0.32
H  -0.2750  0.0376  1.5407  -0.05
H  1.5061  0.3298  1.4486  -0.33
H  0.1824  -1.9592  3.1465  -0.20
H  1.2121  -0.5777  3.5982  0.58
H  1.8852  -1.8749  2.6386  -0.03
H  0.3671  -1.1453  -1.8752  0.13
H  1.1721  0.1806  -1.1183  0.26
H  -1.0843  0.8882  -0.0535  -0.78
H  -1.8204  -0.4314  -0.7949  -0.56
H  -1.8861  2.6687  -1.3279  -0.04
H  -3.0318  1.4864  -2.0652  0.15
H  -2.0770  2.5700  -3.0866  -0.77
C  -6.3148  -2.3859  5.7432  -1.25
C  -5.2297  -3.3912  6.0249  -0.15
N  -3.8574  -3.0264  5.2777  0.33
C  -4.0997  -2.8345  3.7925  -1.32
C  -3.1239  -1.8127  5.8846  -0.93
C  -1.6313  -1.5747  5.4987  0.86
C  -2.9858  -4.3155  5.4459  0.36
C  -2.6220  -4.7437  6.8527  -1.23
O  -1.6317  -3.9490  7.4548  -0.09
C  -1.1742  -4.4706  8.6944  -1.08
H  -5.8923  -1.3829  5.8028  0.32
H  -7.1493  -2.5918  6.4135  0.43
H  -6.6747  -2.4830  4.7189  0.30
H  -5.6487  -4.3541  5.7328  0.34
H  -4.9548  -3.4360  7.0788  0.37
H  -4.5700  -3.7515  3.4375  0.55
H  -3.1306  -2.6781  3.3188  0.01
H  -4.7067  -1.9460  3.6188  0.53
H  -3.2221  -2.0315  6.9479  0.56
H  -3.6304  -0.9052  5.5561  0.52
H  -1.5106  -1.2632  4.4611  0.02
H  -0.9892  -2.4225  5.7375  -1.06
H  -1.1757  -0.7637  6.0669  0.11
H  -2.1241  -4.2648  4.7802  -0.60
H  -3.5245  -5.1369  4.9734  0.71
H  -2.2093  -5.7523  6.8748  0.69
H  -3.4919  -4.7266  7.5094  0.37
H  -1.9440  -4.2506  9.4340  0.36
H  -0.2969  -3.9657  9.0988  0.28
H  -1.0751  -5.5560  8.6778  0.45
C  -3.5442  4.9784  0.7039  -1.18
C  -2.2525  4.1166  1.1579  0.61
N  -2.0233  4.2202  2.7519  0.71
C  -2.2879  5.6694  3.2925  -0.92
C  -2.7870  3.1292  3.5848  -0.18
C  -4.2881  3.2071  3.3747  -1.34
C  -0.4829  3.9295  2.8236  0.40
C  0.0987  3.7867  4.3310  -0.55
O  -0.4851  2.6191  4.9117  -0.06
C  0.3793  2.1511  5.9752  -0.75
H  -4.0964  4.4255  -0.0560  0.37
H  -3.2497  5.9515  0.3107  0.17
H  -4.1752  5.2514  1.5497  0.42
H  -1.3636  4.3438  0.5692  -0.44
H  -2.5693  3.0797  1.0458  0.13
H  -1.8777  6.3539  2.5500  0.21
H  -1.8623  5.5693  4.2909  0.32
H  -3.3723  5.7738  3.2555  0.53
H  -2.5645  3.2277  4.6473  0.50
H  -2.4038  2.1708  3.2345  0.14
H  -4.8598  4.0793  3.6917  0.28
H  -4.6182  2.4626  4.0991  0.48
H  -4.4862  2.8951  2.3493  0.35
H  0.0870  4.7235  2.3409  -0.30
H  -0.3558  3.0349  2.2139  -0.02
H  0.0155  4.6903  4.9349  0.48
H  1.1504  3.5612  4.1545  -0.05
H  0.0186  1.2772  6.5178  0.17
H  0.3172  2.9568  6.7067  0.47
H  1.4267  1.9343  5.7656  0.12
N  2.9029  -0.4848  6.6773  0.47
O  1.8937  -0.7808  6.0511  -0.22
O  3.8909  -0.1337  6.0685  -0.36
O  2.8341  -0.5034  7.9046  -0.73
N  -5.5616  2.8053  -2.8708  1.08
O  -5.7081  1.7065  -2.3783  -0.70
O  -5.0833  2.9442  -3.9649  -0.51
O  -6.0543  3.7491  -2.3639  -0.69
N  -1.0033  -5.4736  2.7845  0.82
O  -1.4177  -6.4933  3.2227  -0.73
O  0.1576  -5.0865  2.7474  -0.59
O  -1.8123  -4.7363  2.3518  -0.25
N  5.3570  -4.3386  0.7671  0.89
O  5.5745  -3.8555  -0.3334  -0.64
O  6.0645  -5.3085  1.1004  -0.64
O  4.5484  -3.8263  1.5417  -0.56
N  1.8059  2.6110  -0.6887  -0.29
O  0.7843  2.8555  -0.1082  0.70
O  2.7093  2.2349  0.0319  -0.39
O  1.9559  2.6307  -1.9506  -0.39